No. 1
The following is a quantum chemistry calculation of one molecule with the formula C7H10N2, from the Open Molecules 2025 dataset.

Positions of all 19 atoms, in Å:
H (-2.02, -0.44, -1.60)
N (-2.48, 0.19, -0.93)
C (-1.62, 0.25, 0.00)
N (-1.76, 1.06, 1.03)
C (-0.30, -0.56, 0.03)
C (-0.36, -2.06, 0.03)
C (0.87, 0.12, -0.02)
C (2.23, -0.52, 0.03)
C (0.83, 1.56, -0.23)
C (0.80, 2.73, -0.42)
H (-2.53, 1.69, 0.94)
H (-0.91, 1.53, 1.33)
H (0.41, -2.47, -0.60)
H (-1.32, -2.41, -0.43)
H (-0.27, -2.43, 1.04)
H (2.75, -0.57, -0.94)
H (2.19, -1.56, 0.46)
H (2.88, 0.13, 0.72)
H (0.63, 3.77, -0.44)

Summary:
- Orbital gap: 9.827 eV
- ΔE to the lowest compared entry with this formula, charge and spin: 2.729 eV
- E: -10398.882 eV



No. 2
The following is a quantum chemistry calculation of one molecule with the formula C7H10N2, from the Open Molecules 2025 dataset.

Positions of all 19 atoms, in Å:
C (-1.86, -0.92, -0.31)
N (-1.42, -0.60, -1.48)
N (-0.20, -0.01, -1.73)
C (1.08, -0.09, -1.09)
C (1.72, 1.14, -0.73)
C (1.18, 0.30, 0.35)
C (-0.16, 0.49, 0.91)
C (-0.88, 0.04, 2.10)
C (-0.92, -0.79, 0.85)
H (-2.88, -1.33, -0.27)
H (-0.11, -0.01, -2.73)
H (1.61, -0.97, -1.47)
H (2.80, 1.21, -0.83)
H (1.23, 2.07, -1.02)
H (1.96, -0.24, 0.89)
H (-0.75, 1.21, 0.32)
H (-1.76, 0.61, 2.40)
H (-0.32, -0.40, 2.93)
H (-0.32, -1.71, 0.92)

Summary:
- Orbital gap: 9.380 eV
- ΔE to the lowest compared entry with this formula, charge and spin: 4.169 eV
- E: -10397.442 eV



No. 3
The following is a quantum chemistry calculation of C7H10N2 as an isolated structure, from the Open Molecules 2025 dataset.

Positions of all 19 atoms, in Å:
C (-0.21, -0.91, 0.17)
C (-1.49, 0.51, -0.01)
C (0.52, 1.28, 0.11)
C (-0.39, -2.22, 0.10)
C (1.44, 2.22, 0.29)
C (-2.90, 0.15, -0.01)
C (2.31, -0.55, -0.20)
N (-0.82, 1.58, 0.09)
N (0.88, -0.13, 0.05)
H (0.49, -2.95, 0.01)
H (-1.37, -2.61, 0.23)
H (2.52, 1.98, 0.13)
H (1.06, 3.26, 0.11)
H (-3.19, -0.53, 0.71)
H (-3.06, -0.24, -0.90)
H (-3.56, 1.02, 0.03)
H (2.62, -0.16, -1.21)
H (2.84, -0.04, 0.59)
H (2.31, -1.66, -0.31)

Summary:
- Orbital gap: 8.381 eV
- ΔE to the lowest compared entry with this formula, charge and spin: 3.655 eV
- E: -10397.956 eV



No. 4
The following is a quantum chemistry calculation of one molecule with the formula C7H10N2O, from the Open Molecules 2025 dataset.

Positions of all 20 atoms, in Å:
C (-1.10, 1.59, -0.81)
C (0.33, 1.48, -0.29)
O (0.33, 1.70, 1.13)
C (1.03, 0.16, -0.63)
C (0.32, -1.15, -0.26)
C (-0.82, -1.44, -1.15)
N (-1.70, -1.69, -1.83)
C (-0.14, -1.24, 1.23)
C (0.24, -2.53, 1.81)
N (0.59, -3.54, 2.24)
H (-1.43, 2.62, -0.67)
H (-1.10, 1.38, -1.88)
H (-1.78, 0.92, -0.29)
H (0.91, 2.28, -0.76)
H (0.98, 2.37, 1.34)
H (2.00, 0.16, -0.14)
H (1.22, 0.16, -1.71)
H (1.03, -1.96, -0.44)
H (-1.22, -1.16, 1.29)
H (0.32, -0.46, 1.83)

Summary:
- Orbital gap: 11.385 eV
- ΔE to the lowest compared entry with this formula, charge and spin: 1.369 eV
- E: -12448.080 eV



No. 5
The following is a quantum chemistry calculation of one molecule with the formula C7H10N2O, from the Open Molecules 2025 dataset.

Positions of all 20 atoms, in Å:
C (1.28, -2.02, -0.02)
N (1.40, -0.59, 0.11)
C (2.74, -0.06, 0.03)
N (0.27, 0.10, 0.02)
C (0.17, 1.37, -0.03)
C (-1.11, 2.03, -0.01)
C (-2.32, 1.43, 0.03)
C (-2.49, 0.01, 0.03)
C (-3.59, -0.67, 0.00)
O (-4.55, -1.34, -0.03)
H (0.22, -2.28, -0.01)
H (1.73, -2.38, -0.95)
H (1.78, -2.51, 0.82)
H (3.15, -0.12, -0.99)
H (2.75, 0.99, 0.34)
H (3.38, -0.62, 0.70)
H (1.03, 2.04, -0.07)
H (-1.08, 3.11, -0.03)
H (-3.22, 2.04, 0.05)
H (-1.55, -0.53, 0.03)

Summary:
- Orbital gap: 7.966 eV
- ΔE to the lowest compared entry with this formula, charge and spin: 3.601 eV
- E: -12445.847 eV



No. 6
The following is a quantum chemistry calculation of an isolated ion of composition C7H10N2O2P and charge +1, from the Open Molecules 2025 dataset.

Positions of all 22 atoms, in Å:
C (0.54, -2.92, -1.65)
C (0.60, -1.62, -0.92)
C (0.99, -1.21, 0.25)
C (0.31, 0.16, 0.55)
P (-1.12, -0.19, 1.66)
O (-1.00, 0.81, 2.75)
N (1.03, 1.32, 1.03)
C (0.48, 2.52, 0.78)
N (-0.48, 2.62, -0.14)
C (-0.79, 1.63, -1.08)
C (-0.16, 0.48, -0.87)
O (-0.05, -0.59, -1.67)
H (0.97, -3.10, -2.57)
H (0.95, -3.57, -0.91)
H (-0.56, -2.96, -1.67)
H (1.65, -1.75, 0.87)
H (-1.24, -1.59, 1.93)
H (-2.23, -0.17, 0.85)
H (1.58, 1.21, 1.80)
H (0.78, 3.36, 1.27)
H (-0.74, 3.59, -0.36)
H (-1.49, 1.96, -1.92)

Summary:
- Net charge: +1
- Orbital gap: 8.543 eV
- ΔE to the lowest compared entry with this formula, charge and spin: 0.352 eV
- E: -23776.630 eV